1.
DFT (ωB97M-V/def2-TZVPD) results for a cluster of 2 separate species, CHN5O in total.

- Largest force on an atom: 4.752 eV/A
- <S²>: 2.013
- Multiplicity: 3
- Charge: -2
- HOMO-LUMO gap (spin up / spin down): 0.1532 / 0.2785 hartree

Cartesian coordinates (Å):
C: -0.09 -0.11 0.04
N: -0.34 -0.87 1.13
N: -1.06 -0.38 -0.93
N: -1.44 -1.60 0.92
N: -1.85 -1.29 -0.29
N: 1.64 0.86 -0.29
O: 1.44 1.91 -1.17
H: 1.70 1.47 0.60

Atom charges from the Löwdin analysis, given in e for atoms 1 to 4: -0.445 -0.188 -0.132 -0.252

2.
DFT (ωB97M-V/def2-TZVPD) results for a structure of composition C17H19Cl2MnN2O3S.

- Largest force on an atom: 0.532 eV/A
- <S²>: 0.821
- Multiplicity: 2
- Charge: +3
- HOMO-LUMO gap (spin up / spin down): 0.1393 / 0.1372 hartree

Cartesian coordinates (Å):
Mn: 1.10 -0.57 1.01
Cl: 1.13 -2.68 2.08
C: 1.10 -3.81 0.74
C: 1.13 -5.13 0.99
C: 1.11 -6.03 -0.12
C: 1.06 -5.60 -1.43
C: 1.03 -4.24 -1.70
Cl: 0.96 -3.70 -3.27
C: 1.05 -3.27 -0.59
S: 1.03 -1.64 -0.89
H: 1.17 -5.52 2.00
H: 1.14 -7.10 0.08
H: 1.05 -6.30 -2.25
O: -0.96 2.16 -2.23
C: -2.08 2.86 -1.69
N: -3.29 2.08 -1.70
C: -3.72 1.23 -0.73
O: -4.81 0.71 -0.71
C: -2.78 0.88 0.41
C: -3.30 0.84 1.70
C: -2.51 0.39 2.75
C: -1.24 -0.07 2.47
N: -0.75 -0.06 1.21
C: -1.49 0.43 0.20
H: -1.00 2.20 -3.19
H: -2.26 3.78 -2.25
H: -1.81 3.12 -0.67
H: -3.98 2.25 -2.42
H: -4.33 1.15 1.87
H: -2.88 0.36 3.76
H: -0.61 -0.46 3.26
H: -1.05 0.45 -0.79
C: 2.28 3.34 0.67
C: 2.89 2.86 -0.65
C: 2.17 1.56 -0.91
O: 1.93 1.00 0.46
C: 2.21 2.07 1.49
H: 1.28 3.76 0.52
H: 2.89 4.08 1.17
H: 3.96 2.70 -0.55
H: 2.72 3.57 -1.46
H: 2.75 0.82 -1.45
H: 1.18 1.70 -1.36
H: 3.15 1.80 1.95
H: 1.39 2.04 2.21

Atom charges from the Löwdin analysis, given in e for atoms 1 to 4: 0.442 0.907 -0.545 0.008

3.
DFT (ωB97M-V/def2-TZVPD) results for the ion C3H5N2OS with charge +1.

- Largest force on an atom: 4.439 eV/A
- Charge: +1
- HOMO-LUMO gap: 0.3560 hartree

Cartesian coordinates (Å):
C: -0.59 -1.72 0.49
C: -0.99 0.51 1.05
C: 0.85 0.52 -0.37
N: -1.09 -0.72 1.38
N: -0.33 1.04 -0.05
O: 0.38 -1.59 -0.22
S: 1.40 0.85 -1.92
H: -1.23 -2.50 0.43
H: -1.66 1.25 1.38
H: 1.38 0.07 0.37
H: -0.92 1.72 -0.50
H: 2.80 0.55 -2.04

Atom charges from the Löwdin analysis, given in e for atoms 1 to 4: -0.175 -0.113 -0.471 0.166

4.
DFT (ωB97M-V/def2-TZVPD) results for an isolated molecule of C18H25FN2O.

- Largest force on an atom: 0.512 eV/A
- SMILES: O=C(c1ccc(F)cc1)N1CCC(N2CCCCCC2)CC1
- HOMO-LUMO gap: 0.3288 hartree

Cartesian coordinates (Å):
O: -1.85 -2.20 -1.61
C: -1.80 -1.48 -0.63
C: -2.89 -0.49 -0.34
C: -3.71 -0.64 0.78
C: -4.76 0.23 0.99
C: -4.99 1.24 0.08
F: -6.01 2.10 0.29
C: -4.20 1.40 -1.05
C: -3.15 0.52 -1.26
N: -0.79 -1.53 0.27
C: -0.60 -0.58 1.35
C: 0.89 -0.26 1.52
C: 1.57 -0.24 0.14
N: 2.90 0.33 0.10
C: 2.91 1.78 0.06
C: 4.31 2.37 -0.14
C: 5.20 1.54 -1.06
C: 5.99 0.47 -0.31
C: 5.12 -0.70 0.16
C: 3.89 -0.26 0.97
C: 1.55 -1.66 -0.45
C: 0.32 -2.43 0.04
H: -3.52 -1.44 1.48
H: -5.41 0.13 1.85
H: -4.41 2.20 -1.75
H: -2.53 0.61 -2.14
H: -1.00 -0.99 2.28
H: -1.15 0.33 1.11
H: 1.00 0.71 2.01
H: 1.37 -1.01 2.16
H: 0.95 0.40 -0.51
H: 2.47 2.23 0.97
H: 2.28 2.08 -0.78
H: 4.18 3.37 -0.55
H: 4.81 2.48 0.83
H: 5.92 2.21 -1.55
H: 4.59 1.08 -1.84
H: 6.48 0.92 0.55
H: 6.77 0.07 -0.97
H: 5.73 -1.37 0.77
H: 4.77 -1.25 -0.71
H: 4.19 0.43 1.77
H: 3.48 -1.15 1.45
H: 1.54 -1.59 -1.54
H: 2.46 -2.20 -0.17
H: 0.54 -2.94 0.98
H: 0.00 -3.16 -0.70

Atom charges from the Löwdin analysis, given in e for atoms 1 to 4: 0.075 -0.429 -0.160 -0.026

5.
DFT (ωB97M-V/def2-TZVPD) results for a structure of composition C34H26N7O2OsS.

- Largest force on an atom: 4.270 eV/A
- <S²>: 6.059
- Multiplicity: 5
- Charge: +3
- HOMO-LUMO gap (spin up / spin down): 0.2476 / 0.1011 hartree

Cartesian coordinates (Å):
Os: -21.61 -6.21 3.39
C: -19.47 -4.56 -0.11
O: -18.70 -4.36 1.14
C: -19.44 -4.74 2.12
N: -20.54 -5.36 1.83
C: -20.56 -5.56 0.34
C: -21.96 -5.41 -0.22
C: -22.56 -6.51 -0.82
C: -23.78 -6.34 -1.44
C: -24.46 -5.14 -1.53
C: -23.89 -4.05 -0.85
C: -22.63 -4.13 -0.23
C: -19.10 -4.48 3.51
C: -18.16 -3.62 3.98
C: -18.22 -3.27 5.31
C: -19.12 -3.87 6.16
C: -19.95 -4.78 5.57
N: -19.95 -5.09 4.30
C: -20.97 -5.64 6.15
N: -21.76 -6.40 5.49
C: -22.66 -7.22 6.43
C: -22.04 -6.75 7.77
O: -21.14 -5.60 7.44
C: -22.60 -8.68 6.07
C: -22.29 -9.77 6.88
C: -22.18 -11.09 6.40
C: -22.42 -11.32 5.06
C: -22.87 -10.30 4.23
C: -22.90 -8.97 4.69
H: -18.82 -4.94 -0.87
H: -20.02 -3.60 -0.32
H: -20.17 -6.49 0.09
H: -22.03 -7.49 -0.87
H: -24.34 -7.13 -1.92
H: -25.28 -5.03 -2.13
H: -24.34 -3.07 -0.90
H: -22.23 -3.30 0.34
H: -17.41 -3.20 3.27
H: -17.55 -2.53 5.78
H: -19.05 -3.60 7.20
H: -23.71 -6.81 6.37
H: -21.32 -7.43 8.25
H: -22.77 -6.47 8.49
H: -22.09 -9.58 7.90
H: -21.99 -11.91 7.14
H: -22.31 -12.32 4.62
H: -23.14 -10.51 3.14
H: -23.24 -8.17 4.05
N: -14.53 -13.59 6.08
C: -15.04 -12.75 5.49
C: -15.88 -11.68 4.97
C: -15.71 -11.23 3.67
C: -16.63 -10.37 3.12
C: -17.77 -10.07 3.84
C: -17.98 -10.52 5.14
C: -17.00 -11.30 5.70
N: -18.74 -9.32 3.17
C: -19.27 -9.46 1.94
C: -20.31 -8.53 1.83
N: -20.36 -7.89 3.04
C: -19.37 -8.37 3.84
H: -14.85 -11.50 3.13
H: -16.53 -9.96 2.06
H: -18.93 -10.33 5.66
H: -17.08 -11.72 6.74
H: -18.84 -10.18 1.25
H: -21.06 -8.27 1.09
H: -19.19 -7.97 4.85
S: -25.07 -3.20 3.27
C: -23.94 -4.24 3.34
N: -23.02 -5.05 3.36

Atom charges from the Löwdin analysis, given in e for atoms 1 to 4: 1.504 0.038 0.117 -0.301

6.
DFT (ωB97M-V/def2-TZVPD) results for a structure of composition C21H35BO2P2Re.

- Largest force on an atom: 5.752 eV/A
- <S²>: 3.805
- Multiplicity: 4
- Charge: +2
- HOMO-LUMO gap (spin up / spin down): 0.1387 / 0.1993 hartree

Cartesian coordinates (Å):
P: -3.23 0.59 -2.92
P: -0.97 -0.21 -4.10
C: -3.19 1.41 -4.57
C: -2.30 0.44 -5.33
H: -2.75 2.42 -4.50
H: -4.21 1.49 -4.95
H: -2.87 -0.44 -5.65
H: -1.82 0.88 -6.21
C: 1.38 1.02 -5.83
H: 2.23 0.34 -5.93
H: 1.76 2.04 -5.89
H: 0.70 0.87 -6.67
C: -0.46 -1.27 -5.60
H: -0.42 -0.69 -6.52
H: -1.19 -2.07 -5.76
H: 0.53 -1.73 -5.46
C: -4.16 3.35 -1.62
H: -3.89 4.12 -0.87
H: -5.22 3.08 -1.50
H: -3.98 3.73 -2.64
C: -4.47 -0.71 -3.12
H: -4.04 -1.66 -3.44
H: -5.23 -0.37 -3.83
H: -4.93 -0.85 -2.14
Re: -2.99 1.73 -1.22
C: 0.72 -2.37 -2.34
C: 2.03 -1.89 -2.70
C: 2.42 -0.72 -3.45
C: 1.62 0.60 -3.30
C: 0.69 0.87 -4.48
C: -0.52 -2.13 -3.21
C: -0.51 -3.57 -3.73
C: 0.58 -3.90 -2.71
C: -3.80 0.54 0.21
H: 0.49 -2.16 -1.28
H: 2.85 -2.52 -2.34
H: 2.54 -0.95 -4.52
H: 3.44 -0.51 -3.08
H: 1.08 0.62 -2.34
H: 2.34 1.44 -3.25
H: 0.17 1.82 -4.27
H: -1.39 -1.99 -2.54
H: -0.18 -3.70 -4.76
H: -1.45 -4.11 -3.57
H: 0.23 -4.49 -1.86
H: 1.48 -4.32 -3.16
H: -3.24 -0.41 0.26
H: -4.87 0.35 0.04
H: -3.66 1.10 1.15
O: -0.33 2.48 0.35
B: -1.10 1.50 -0.38
O: -0.48 0.20 -0.24
C: 0.51 0.40 0.67
C: 1.21 -0.58 1.35
C: 1.99 -0.17 2.45
C: 2.10 1.18 2.78
C: 1.42 2.17 2.06
C: 0.60 1.75 1.01
H: 1.10 -1.62 1.05
H: 2.51 -0.93 3.03
H: 2.73 1.48 3.62
H: 1.50 3.22 2.30

Atom charges from the Löwdin analysis, given in e for atoms 1 to 4: 0.643 1.017 -0.385 -0.376

7.
DFT (ωB97M-V/def2-TZVPD) results for the ion C4H12N3 with charge +1.

- Largest force on an atom: 1.741 eV/A
- Charge: +1
- HOMO-LUMO gap (spin up / spin down): 0.2067 / 0.3213 hartree

Cartesian coordinates (Å):
C: 0.69 1.12 -0.60
C: -0.73 1.01 0.01
C: 1.61 -0.11 -0.25
C: -2.29 -0.91 0.34
N: 1.36 -1.18 -1.01
N: 1.86 -0.22 1.13
N: -1.51 -0.04 -0.48
H: 0.61 1.16 -1.69
H: 1.14 2.04 -0.23
H: -0.67 0.95 1.10
H: -1.16 1.99 -0.26
H: 2.49 0.31 -0.81
H: -1.98 -0.84 1.38
H: -3.36 -0.66 0.28
H: -2.19 -1.95 0.01
H: 1.43 -2.09 -0.56
H: 2.23 0.58 1.62
H: 2.16 -1.11 1.49
H: -1.72 -0.05 -1.47

Atom charges from the Löwdin analysis, given in e for atoms 1 to 4: -0.075 -0.180 -0.578 -0.035

8.
DFT (ωB97M-V/def2-TZVPD) results for the ion C7H6O2P with charge -1.

- Largest force on an atom: 6.185 eV/A
- Charge: -1
- SMILES: O=C([O-])/C=C/c1ccc[pH]1
- HOMO-LUMO gap: 0.2778 hartree

Cartesian coordinates (Å):
O: -4.87 1.23 0.04
C: -4.57 0.02 0.05
O: -5.19 -1.05 0.12
C: -2.94 -0.19 -0.04
C: -2.11 0.82 -0.05
C: -0.39 0.42 0.15
C: 0.13 -0.78 0.41
C: 1.60 -0.76 0.27
C: 2.14 0.50 0.12
P: 0.84 1.76 0.06
H: -2.57 -1.14 0.00
H: -2.01 1.86 -0.18
H: -0.40 -1.73 0.46
H: 2.13 -1.56 0.70
H: 3.14 0.58 0.06
H: 0.84 2.05 -1.23

Atom charges from the Löwdin analysis, given in e for atoms 1 to 4: -0.083 -0.724 -0.080 -0.042

9.
DFT (ωB97M-V/def2-TZVPD) results for a cluster of 3 separate species, C8H22Cl2N4O9P3 in total.

- Largest force on an atom: 0.377 eV/A
- Charge: +1
- HOMO-LUMO gap: 0.2804 hartree

Cartesian coordinates (Å):
N: 7.23 -4.32 -0.82
C: 6.31 -3.42 -1.24
N: 5.25 -3.59 -2.04
C: 4.64 -2.42 -2.15
P: 3.11 -2.10 -3.21
O: 2.58 -3.60 -3.30
Cl: 2.11 -1.25 -1.63
N: 5.29 -1.50 -1.42
N: 6.35 -2.12 -0.86
Cl: 7.43 -1.32 0.12
H: 7.90 -4.69 -1.47
H: 7.11 -4.79 0.06
H: 2.60 -4.15 -2.51
H: 5.09 -0.53 -1.25
C: 0.13 4.17 2.32
O: -0.70 3.22 2.98
P: -0.24 1.70 3.09
O: 1.09 1.51 3.66
O: -0.42 1.08 1.64
C: 0.67 1.10 0.72
O: -1.47 1.06 3.82
C: -1.42 0.80 5.24
H: -0.03 5.13 2.79
H: 1.19 3.90 2.41
H: -0.15 4.23 1.26
H: 1.62 1.25 1.25
H: 0.52 1.87 -0.03
H: 0.69 0.13 0.23
H: -1.84 1.66 5.77
H: -0.40 0.62 5.56
H: -2.03 -0.08 5.41
C: -4.43 -1.88 -1.88
O: -3.65 -0.90 -1.19
P: -4.07 0.63 -1.33
O: -5.48 0.89 -1.05
O: -3.57 1.10 -2.76
C: -4.48 1.12 -3.87
O: -3.00 1.33 -0.42
C: -3.34 1.71 0.93
H: -4.39 -2.79 -1.29
H: -5.47 -1.56 -1.97
H: -4.00 -2.06 -2.87
H: -5.51 1.15 -3.52
H: -4.32 0.23 -4.49
H: -4.27 2.01 -4.45
H: -3.06 0.91 1.61
H: -4.40 1.94 1.01
H: -2.76 2.60 1.15

Atom charges from the Löwdin analysis, given in e for atoms 1 to 4: 0.160 -0.398 0.181 -0.459

10.
DFT (ωB97M-V/def2-TZVPD) results for a cluster of 2 separate species, C5H10FN in total.

- Largest force on an atom: 6.003 eV/A
- <S²>: 2.006
- Multiplicity: 3
- HOMO-LUMO gap (spin up / spin down): 0.2425 / 0.2481 hartree

Cartesian coordinates (Å):
C: 2.18 0.49 0.18
C: -0.50 -0.94 0.40
C: -2.15 0.45 -0.90
C: 3.30 -0.48 0.52
C: -1.62 -0.28 0.34
N: 1.84 1.33 1.05
F: 3.68 -0.94 -0.71
H: 1.91 0.26 -0.78
H: -0.05 -1.27 1.29
H: 0.25 -1.04 -0.48
H: -3.11 0.25 -1.10
H: -2.03 1.54 -1.03
H: -1.60 -0.03 -1.62
H: 2.87 -1.35 0.98
H: 4.05 0.03 1.05
H: -2.31 -0.21 1.24
H: 1.08 1.92 0.71

Atom charges from the Löwdin analysis, given in e for atoms 1 to 4: -0.320 -0.056 -0.094 -0.195